1.
Entry from OMol25: C4H7IN2 in the gas phase in a non-equilibrium geometry (ωB97M-V/def2-TZVPD).

XYZ file:
```
14
Properties=species:S:1:pos:R:3:lowdin_charge:R:1
I 3.413 1.173 -1.483 0.2999
N 1.457 1.755 0.847 -0.0519
N 1.216 1.589 -0.468 -0.3501
C 0.315 0.565 -0.826 -0.2253
C -0.409 -0.126 0.096 -0.1092
C -2.199 -1.862 0.350 0.0498
C -1.219 -1.243 -0.349 -0.1888
H -0.971 -1.583 -1.314 0.0814
H 2.233 2.327 1.067 0.0491
H -2.272 -1.459 1.311 0.0386
H -2.791 -2.581 -0.065 0.0275
H 1.472 0.962 1.556 0.1279
H 0.313 0.277 -1.910 0.1184
H -0.559 0.207 1.186 0.1326
```

The total energy comes out at -15338.901 eV. The frontier orbital gap (spin up / spin down) is 6.79 / 7.00 eV. The SMILES is C=C/C=C/N(N)I. The highest occupied orbital energy (spin up / spin down) comes out at -0.300 / -0.306 hartree.

***

2.
Entry from OMol25: a molecular structure, C32H60F15MgN5O11S5 in a non-equilibrium geometry (ωB97M-V/def2-TZVPD).

XYZ file:
```
129
Properties=species:S:1:pos:R:3:lowdin_charge:R:1
S -0.880 -2.799 2.357 0.5868
S 0.747 1.490 -1.684 0.5552
S -0.035 0.084 -6.698 0.7253
S -1.867 -4.175 4.275 0.7059
S 1.704 -0.994 -5.094 0.5802
Mg -0.331 2.830 -4.516 1.3428
F 3.737 -2.487 -5.887 0.1506
F -0.652 -6.567 4.491 0.1615
F 2.038 -3.636 -5.226 0.1679
F 1.574 -3.447 1.361 0.1618
F -1.705 -6.293 2.630 0.1303
F -0.073 1.164 0.894 0.1257
F -1.061 -0.093 -0.537 0.1618
F -2.831 -6.684 4.363 0.1227
F -2.022 -1.464 -7.673 0.1847
F 0.522 -1.736 0.440 0.1128
F -1.506 2.059 -0.335 0.1119
F 3.258 -2.649 -3.755 0.1420
F 1.489 -1.512 2.348 0.1176
F -1.223 -2.198 -5.825 0.1607
F -2.526 -0.485 -5.822 0.1339
O -0.117 1.198 -5.758 -0.4169
O -3.041 -3.671 3.563 -0.3992
O -1.464 -1.520 2.684 -0.2960
O 2.612 0.115 -4.768 -0.3360
O 0.050 1.840 -2.930 -0.3861
O 0.624 -1.235 -4.153 -0.3078
O 1.526 2.568 -1.098 -0.3038
O -0.196 0.467 -8.082 -0.2707
O -1.467 -3.546 1.261 -0.3224
O 1.626 0.365 -1.888 -0.2519
O -1.953 -4.063 5.711 -0.2504
N -0.464 5.360 1.626 -0.2467
N -5.204 -3.449 1.656 -0.2242
N 1.312 -0.974 -6.641 -0.2419
N 5.614 0.462 -1.362 -0.2343
N -0.426 -3.682 3.583 -0.2655
C -0.259 6.553 2.563 -0.1047
C -4.502 -4.816 1.623 -0.1019
C -1.742 -6.034 3.946 -0.6351
C -5.251 -2.883 3.056 -0.1132
C -4.285 -2.539 0.797 -0.1134
C 2.256 6.362 2.206 -0.1777
C 5.515 -0.048 1.168 -0.1590
C 6.605 0.575 -2.502 -0.1215
C -0.558 1.107 -0.372 -0.6092
C -3.089 -1.984 -1.327 -0.0903
C -0.453 4.089 2.461 0.0391
C 2.062 5.301 1.125 -0.1588
C 2.763 -2.558 -4.988 -0.6744
C 3.839 -1.098 -0.378 -0.1611
C 0.829 -2.376 1.566 -0.6522
C 0.654 5.333 0.551 -0.0833
C 4.711 -1.290 0.871 -0.1763
C 6.054 0.369 -3.916 -0.2345
C -6.567 -3.505 0.958 0.0380
C -1.845 5.477 0.961 -0.1415
C 4.761 -0.783 -1.540 -0.0999
C 7.165 0.622 -4.920 -0.0947
C -5.967 -3.877 4.000 -0.1276
C -3.026 5.691 1.900 -0.2152
C -4.156 -2.887 -0.700 -0.2031
C -5.320 -5.267 4.037 -0.1753
C -1.561 -1.118 -6.490 -0.6492
C 1.118 6.507 3.214 -0.1404
C -4.372 5.631 1.127 -0.0700
C -5.127 -5.827 2.613 -0.1299
C 4.753 1.721 -1.364 0.0282
C 6.346 0.478 -0.029 -0.0912
H -7.130 -4.257 1.510 0.0932
H 6.991 1.595 -2.522 0.1359
H 3.204 6.149 2.702 0.1210
H 1.167 7.390 3.850 0.1323
H 7.229 -0.133 -0.217 0.1319
H -3.253 -0.987 -0.910 0.0626
H -0.587 7.405 1.965 0.1429
H -6.041 -3.427 4.992 0.1228
H -1.917 4.610 0.301 0.1196
H -5.787 -1.953 2.861 0.1277
H -3.656 -3.856 -0.761 0.1088
H -4.319 6.285 0.257 0.0786
H 7.530 1.652 -4.889 0.0801
H 2.478 7.331 1.748 0.1210
H -4.242 -2.638 3.387 0.0897
H -4.752 -1.567 0.964 0.1333
H -5.088 6.079 1.815 0.0833
H 5.174 0.954 -4.181 0.1054
H -4.715 4.645 0.821 0.0788
H -4.414 -6.636 2.774 0.1042
H -6.088 -6.213 2.275 0.1136
H -1.014 3.312 1.948 0.0947
H 4.047 -1.526 1.700 0.1076
H 3.077 -0.335 -0.229 0.0909
H -2.911 -2.037 -2.398 0.0809
H -7.019 -3.831 3.708 0.1062
H 8.047 -0.007 -4.800 0.0861
H 4.132 -0.562 -2.404 0.1046
H 5.406 -1.626 -1.787 0.1508
H -1.049 6.482 3.311 0.1224
H 4.126 1.632 -0.479 0.0891
H -5.891 -6.018 4.584 0.1235
H -3.017 5.023 2.759 0.1165
H 0.572 3.758 2.596 0.1004
H -6.481 -3.948 -0.029 0.0970
H 2.284 4.355 1.625 0.1112
H -4.368 -5.259 4.571 0.0751
H 1.179 5.659 3.898 0.1195
H 5.407 2.585 -1.283 0.1100
H 0.402 4.408 0.032 0.0984
H -3.316 -2.613 1.293 0.0778
H -4.490 -5.248 0.622 0.1292
H 3.303 -2.037 -0.513 0.1272
H 2.736 5.335 0.270 0.1271
H -0.925 4.300 3.417 0.1114
H 6.789 0.463 -5.931 0.0855
H 5.814 -0.685 -4.076 0.1092
H 4.896 0.762 1.560 0.1142
H 6.214 -0.232 1.986 0.1261
H 7.371 -0.168 -2.287 0.1389
H -2.123 -2.234 -0.879 0.0579
H 0.438 6.199 -0.074 0.1372
H 4.074 1.794 -2.209 0.0979
H 6.672 1.457 0.319 0.1346
H -7.051 -2.536 1.022 0.1109
H -3.440 -4.600 1.756 0.0832
H -1.760 6.319 0.270 0.1317
H 5.365 -2.147 0.693 0.1282
H -2.917 6.730 2.211 0.1090
H -5.102 -2.922 -1.235 0.1022
```

The total energy comes out at -164495.555 eV. The frontier orbital gap is 4.38 eV. The highest occupied orbital energy comes out at -0.473 hartree. As for the total charge: +2.

***

3.
Entry from OMol25: a molecular structure, C5H6DyLiO4 in a non-equilibrium geometry (ωB97M-V/def2-TZVPD).

XYZ file:
```
17
Properties=species:S:1:pos:R:3:lowdin_charge:R:1
Dy 1.625 -0.694 1.532 1.8168
O 5.980 0.275 -2.549 -0.0436
O 4.740 -0.852 -1.031 0.0059
O 5.926 0.911 -0.433 -0.0441
O 1.254 -1.927 -0.141 -0.4434
C 2.708 -0.695 -3.219 0.1371
C 1.195 -1.178 -1.271 -0.3394
C 3.991 -1.504 -2.056 -0.0219
C 5.568 0.156 -1.371 -0.7857
C 2.377 -0.602 -1.852 -0.1449
Li 6.994 1.802 -1.816 0.8601
H 4.690 -1.750 -2.865 0.1601
H 1.367 0.213 -1.190 0.2222
H 3.742 -2.491 -1.645 0.1583
H 3.271 0.118 -3.687 0.1380
H 0.524 -1.673 -1.991 0.1714
H 2.087 -1.386 -3.805 0.1531
```

The total energy comes out at -37739.644 eV. The frontier orbital gap (spin up / spin down) is 7.29 / 6.99 eV. The highest occupied orbital energy (spin up / spin down) comes out at -0.602 / -0.602 hartree. The spin multiplicity is 6. As for the total charge: +2.

***

4.
Entry from OMol25: 2 unconnected molecules or ions with the total composition C3H10N in a non-equilibrium geometry (ωB97M-V/def2-TZVPD).

XYZ file:
```
14
Properties=species:S:1:pos:R:3:lowdin_charge:R:1
N 1.256 -0.898 0.997 0.0477
C 1.631 0.118 0.265 0.1964
C -1.501 1.573 -1.138 -0.0889
C 0.002 -1.642 0.637 0.0188
H 2.442 0.848 0.504 0.1440
H 1.852 -1.157 1.676 0.1155
H -1.073 2.481 -1.700 0.0485
H -0.923 0.595 -1.604 0.0520
H -0.918 -1.056 0.597 0.1014
H 0.300 -2.310 -0.207 0.1306
H -0.201 -2.214 1.544 0.1010
H -1.114 1.684 -0.080 0.0072
H -2.570 1.251 -1.282 0.0370
H 0.817 0.725 -0.208 0.0890
```

The total energy comes out at -4754.065 eV. The frontier orbital gap is 10.00 eV. The highest occupied orbital energy comes out at -0.589 hartree. As for the total charge: +1.